[1]
Formula: C6H13P
Source: the Open Molecules 2025 dataset
Level of theory: ωB97M-V/def2-TZVPD

The geometry in XYZ format:
```
20
Properties=species:S:1:pos:R:3:forces:R:3:mulliken_charge:R:1
C 1.08343 1.03167 -0.33469 1.8 -2.8 -0.2 -0.728
C 2.31442 -0.61131 -0.53437 -1.4 3.5 1.2 -0.780
C 2.35601 0.60485 0.40708 0.3 0.0 -3.1 -0.206
C -1.63547 1.68052 -0.06438 0.9 -0.2 -0.2 -1.208
C -0.92724 -0.88181 -1.41538 2.0 0.1 1.5 -1.139
C -0.99790 -0.90425 1.43127 -1.4 2.5 1.6 -1.089
P -0.43271 0.24236 0.04490 -1.2 -0.1 -2.6 0.912
H 1.68119 -1.38076 -0.21038 -0.4 -1.2 0.5 0.329
H 2.94435 -0.81364 -1.38678 -0.2 0.6 -0.2 0.242
H 3.17871 1.29399 0.12332 -0.4 -0.5 0.8 0.243
H 2.21425 0.37042 1.40899 0.4 -0.2 1.9 0.249
H -2.59981 1.24865 -0.34446 0.1 0.4 -0.5 0.357
H -1.80351 2.05223 0.93465 0.2 0.4 0.4 0.414
H -1.19361 2.52879 -0.72674 -1.0 -1.9 1.0 0.308
H -0.14696 -1.68754 -1.26283 -1.1 0.6 -0.6 0.289
H -1.90355 -1.26437 -1.22353 -0.8 -0.4 0.0 0.424
H -0.84907 -0.45418 -2.41437 0.2 0.2 0.3 0.332
H -1.02175 -0.18990 2.31594 -0.4 -0.4 -0.8 0.340
H -2.04972 -1.36831 1.41664 1.8 0.5 -0.4 0.308
H -0.21107 -1.49739 1.83512 0.6 -1.3 -0.5 0.402
```
Positions in Å, forces in eV/Å.

Results
E_LUMO (eV): 0.682
Total energy (eV): -15716.5944
Kohn-Sham gap (eV): 8.2
Largest force on an atom (eV/Å): 4.0
Relative energy (zero: lowest compared OMol25 entry of this formula, charge and spin) (kcal per mole): 101.4
Charge: 0


[2]
Formula: C6H13P
Source: the Open Molecules 2025 dataset
Level of theory: ωB97M-V/def2-TZVPD

The geometry in XYZ format:
```
20
Properties=species:S:1:pos:R:3:forces:R:3:mulliken_charge:R:1
C -0.55589 -2.41029 0.95714 -0.1 -1.7 0.8 0.074
C -1.34490 -2.97811 2.11467 0.6 -0.7 -0.7 -0.682
C -0.16653 -3.57807 1.38751 -1.1 0.3 -0.6 -0.044
C 1.14145 -0.59559 -0.16661 -0.3 2.5 3.7 -0.973
C 0.72684 2.86442 -2.33648 1.6 -0.7 -2.7 -0.809
C -1.30463 0.12643 0.87040 -1.9 2.9 0.0 -0.885
P -0.61013 -1.15052 -0.24277 0.1 1.2 0.0 -0.029
H -1.16622 -2.65134 3.08086 0.6 1.0 1.8 0.209
H -2.34859 -3.36021 2.10381 -0.5 -0.3 -1.0 0.237
H 0.63193 1.93997 -1.82262 0.5 -0.7 0.5 0.017
H 0.25507 -4.51707 1.09255 0.4 0.0 0.2 0.350
H 1.14797 0.53968 -0.21159 0.1 -1.4 -1.2 0.228
H 1.65676 -0.62234 0.86712 -1.1 -0.8 -1.2 0.308
H 1.68990 -1.17369 -0.81893 1.6 -0.5 -1.7 0.332
H 1.73086 3.20692 -2.64323 0.0 -0.6 0.9 0.274
H 0.27337 3.63446 -1.84333 -1.4 2.0 1.3 0.269
H 0.30125 2.73068 -3.32511 -0.7 0.0 0.0 0.303
H -1.01123 0.04542 1.96163 -0.4 -0.1 -1.3 0.292
H -0.95316 1.20330 0.51042 -0.7 -2.2 0.6 0.263
H -2.49291 0.17168 0.75458 2.6 -0.2 0.5 0.265
```
Positions in Å, forces in eV/Å.

Results
E_LUMO (eV): 0.972
Total energy (eV): -15717.7400
Kohn-Sham gap (eV): 9.4
Largest force on an atom (eV/Å): 4.5
Relative energy (zero: lowest compared OMol25 entry of this formula, charge and spin) (kcal per mole): 75.0
SMILES: CP(C)C1=CC1.C
Charge: 0


[3]
Formula: C6H13S
Source: the Open Molecules 2025 dataset
Level of theory: ωB97M-V/def2-TZVPD

The geometry in XYZ format:
```
20
Properties=species:S:1:pos:R:3:forces:R:3:mulliken_charge:R:1
C -1.23494 2.77734 0.42242 -0.8 0.6 1.2 -0.840
C -0.32785 2.15509 1.53213 0.4 0.3 -1.6 -0.464
S -0.77620 0.45203 1.87392 -0.1 0.0 0.8 -0.641
H -0.61600 3.44399 -0.21683 -0.6 -0.2 0.2 0.240
H -2.02753 3.38861 0.98376 0.7 -0.7 -1.2 0.212
H -1.72188 1.96773 -0.17489 0.4 0.8 0.4 0.224
H -0.30432 2.77706 2.42672 -0.2 0.1 0.0 0.293
H 0.66807 2.26801 1.06426 0.1 -0.5 0.6 0.176
C -0.60612 -0.95713 -1.20650 0.5 1.0 -0.2 -0.628
C 0.67371 -1.66046 -0.79495 0.5 0.8 -0.6 0.895
C 1.81672 -1.50810 -1.49301 -0.3 0.4 -0.5 -1.012
C 0.66009 -2.37264 0.51769 -1.2 -0.9 -0.4 -0.902
H -1.43905 -1.67764 -1.21367 0.1 0.3 -0.2 0.243
H -0.45889 -0.43348 -2.20475 -0.4 -0.8 1.0 0.290
H -0.83756 -0.15205 -0.41440 0.3 -1.3 -0.9 -0.197
H 2.79437 -1.86562 -1.17121 -0.3 -0.2 0.2 0.253
H 1.85838 -0.93522 -2.44493 -0.3 -0.4 0.7 0.227
H 1.65933 -2.69281 0.74715 0.4 -0.2 0.4 0.317
H -0.02523 -3.27367 0.49491 0.7 0.8 -0.1 0.229
H 0.24491 -1.70104 1.27216 0.3 0.1 0.1 0.085
```
Positions in Å, forces in eV/Å.

Results
E_LUMO (eV): 3.907
Total energy (eV): -17267.8606
Kohn-Sham gap (eV): 6.4
Largest force on an atom (eV/Å): 1.6
Relative energy (zero: lowest compared OMol25 entry of this formula, charge and spin) (kcal per mole): 12.1
Charge: -1


[4]
Formula: C6H14
Source: the Open Molecules 2025 dataset
Level of theory: ωB97M-V/def2-TZVPD

The geometry in XYZ format:
```
20
Properties=species:S:1:pos:R:3:forces:R:3:mulliken_charge:R:1
C 3.19040 0.28607 0.39998 0.1 -2.2 0.7 -0.951
C 1.88429 -0.15030 -0.25522 -1.6 -2.3 -0.4 -0.346
C 0.62858 0.45713 0.28584 -0.2 0.1 -0.1 -0.525
C -0.59037 -0.25690 -0.27263 -0.2 0.1 0.0 -0.641
C -1.89281 0.36383 0.20907 -0.1 0.0 0.0 -0.366
C -3.12869 -0.28371 -0.40262 -0.1 0.0 0.0 -1.257
H 4.08929 0.43298 -0.21057 -0.6 0.0 0.1 0.266
H 3.16966 0.85841 1.33521 -0.3 -0.1 -0.5 0.287
H 2.91669 -0.81930 0.55938 4.0 1.1 2.0 0.234
H 1.99782 -0.20194 -1.33095 -0.4 0.3 -0.3 0.358
H 1.74148 -1.43026 0.02919 -0.5 2.9 -1.2 0.114
H 0.59693 1.52799 0.04958 0.0 0.0 0.0 0.300
H 0.65360 0.38698 1.38545 -0.1 0.0 -0.2 0.283
H -0.54731 -1.32197 0.00248 0.0 0.2 0.0 0.331
H -0.54477 -0.22480 -1.37171 -0.1 0.0 0.2 0.303
H -1.93902 0.29451 1.30459 0.0 0.0 -0.1 0.293
H -1.88292 1.43620 -0.03019 0.0 -0.1 0.0 0.320
H -3.11922 -0.19372 -1.49533 0.0 0.0 0.2 0.313
H -4.04406 0.18973 -0.03441 0.1 -0.1 -0.1 0.369
H -3.17957 -1.35094 -0.15715 0.0 0.1 0.0 0.314
```
Positions in Å, forces in eV/Å.

Results
E_LUMO (eV): 1.182
Total energy (eV): -6446.4644
Kohn-Sham gap (eV): 10.0
Largest force on an atom (eV/Å): 4.6
Relative energy (zero: lowest compared OMol25 entry of this formula, charge and spin) (kcal per mole): 67.9
SMILES: CCCCCC
Charge: 0


[5]
Formula: C6H14
Source: the Open Molecules 2025 dataset
Level of theory: ωB97M-V/def2-TZVPD

The geometry in XYZ format:
```
20
Properties=species:S:1:pos:R:3:forces:R:3:mulliken_charge:R:1
C -2.46381 -0.74467 0.25757 -0.5 0.2 0.8 -1.087
C -1.18313 -0.28236 0.98053 -0.1 0.4 0.5 -0.620
C -0.01210 -0.06155 0.06539 0.0 0.2 1.5 -0.596
C 0.87195 -1.07348 -0.03250 -2.4 -1.8 -0.1 -0.153
C 1.50807 -1.58736 -1.28834 0.8 2.2 2.8 -0.453
C 2.69391 -0.67181 -0.89032 3.0 0.0 -3.2 -1.127
H -3.14995 -0.96494 1.08378 -0.2 -0.1 -0.2 0.327
H -2.92779 0.08557 -0.27802 0.2 -0.1 -0.2 0.319
H -2.44472 -1.62601 -0.37961 0.5 0.0 -0.1 0.313
H -0.94472 -1.02480 1.75115 0.1 0.0 -0.1 0.331
H -1.53685 0.61836 1.49581 0.4 0.1 0.1 0.335
H -1.79821 6.87471 1.12421 0.0 -0.1 0.0 0.025
H 0.22203 0.96968 -0.18276 -0.6 -0.2 -1.6 0.377
H 1.08614 -1.63152 0.88397 -0.8 -0.8 -0.2 0.438
H 0.89031 -1.21047 -2.09071 0.5 -0.1 -0.5 0.322
H -1.61282 6.19466 1.36390 0.0 0.1 0.0 -0.025
H 1.64401 -2.66016 -1.29462 0.2 0.0 0.0 0.294
H 2.41535 0.32127 -1.23453 0.1 0.2 0.3 0.290
H 3.11669 -0.61611 0.11206 -0.9 -0.4 0.4 0.336
H 3.62563 -0.90900 -1.44695 -0.2 0.1 -0.2 0.353
```
Positions in Å, forces in eV/Å.

Results
E_LUMO (eV): 1.069
Total energy (eV): -6444.9019
Kohn-Sham gap (eV): 8.5
Largest force on an atom (eV/Å): 4.4
Relative energy (zero: lowest compared OMol25 entry of this formula, charge and spin) (kcal per mole): 103.9
SMILES: CC/C=C/CC.[H][H]
Charge: 0


[6]
Formula: C6H14AgCl2N2O2
Source: the Open Molecules 2025 dataset
Level of theory: ωB97M-V/def2-TZVPD

The geometry in XYZ format:
```
27
Properties=species:S:1:pos:R:3:forces:R:3:mulliken_charge:R:1
Ag 10.19949 -7.92547 0.25493 -0.6 1.4 -0.2 0.601
Cl 8.54902 -6.85044 2.09397 0.2 -0.3 -0.1 -0.762
Cl 10.26550 -6.15334 -1.69822 0.1 -0.5 0.1 -0.755
C 13.71525 -10.54785 1.55104 -0.1 -0.4 0.2 -1.012
C 12.47694 -9.73017 1.84578 -0.2 0.2 0.1 0.635
O 12.20707 -8.74695 1.16430 0.4 -0.5 0.2 -0.656
N 11.72227 -10.14255 2.89193 0.4 -0.1 -0.3 -0.124
C 10.59667 -9.40043 3.40419 -0.4 0.0 0.2 -0.545
H 13.50584 -11.32828 0.81714 -0.1 0.2 -0.2 0.228
H 14.08120 -11.07238 2.43763 0.1 0.2 0.0 0.351
H 14.47014 -9.87683 1.15558 0.1 0.0 0.0 0.311
H 12.06386 -10.88614 3.47376 0.2 -0.1 -0.2 0.208
H 10.02972 -8.91608 2.61298 0.0 0.1 0.0 0.002
H 10.91661 -8.63781 4.11472 0.0 0.1 0.0 0.294
H 9.92981 -10.10039 3.90870 0.0 0.1 0.0 0.298
C 10.66046 -12.18704 -0.45691 0.2 -0.1 0.2 -0.823
C 9.97197 -10.93590 -0.93156 -0.3 0.4 -0.4 0.807
O 9.41632 -10.16039 -0.16568 0.1 -0.5 0.2 -0.752
N 9.95990 -10.74166 -2.27200 0.0 -0.1 0.2 -0.148
C 9.33286 -9.58759 -2.88536 -0.2 0.2 -0.2 -0.829
H 11.31964 -11.96709 0.38149 -0.1 0.2 0.0 0.023
H 11.25553 -12.65560 -1.24033 -0.1 -0.1 0.0 0.319
H 9.90540 -12.87360 -0.07208 0.0 -0.1 -0.2 0.267
H 10.40106 -11.41518 -2.86968 0.1 0.0 0.1 0.175
H 8.79206 -9.02188 -2.13251 0.1 0.0 0.1 0.315
H 8.61384 -9.90603 -3.64532 0.1 0.0 0.0 0.274
H 10.07034 -8.91882 -3.32699 0.0 0.0 0.1 0.301
```
Positions in Å, forces in eV/Å.

Results
E_LUMO (eV): 2.509
Total energy (eV): -42572.6866
Kohn-Sham gap (eV): 6.6
Largest force on an atom (eV/Å): 1.5
Relative energy (zero: lowest compared OMol25 entry of this formula, charge and spin) (kcal per mole): 0.0
Charge: -1